Here is 14 unconnected molecules or ions with the total composition C57H79Br2N3O30 in a non-equilibrium geometry from the OMol25 dataset. Energies are from ωB97M-V/def2-TZVPD.

ORCA input file:
```
! RIJCOSX wB97M-V def2-TZVPD def2/J DEFGRID3
* xyz 0 1
C 19.301 12.983 11.996
C 19.336 12.122 13.265
C 20.252 12.636 14.389
O 19.610 12.151 15.597
C 18.293 12.020 15.330
O 17.436 11.862 16.151
O 18.055 12.083 13.980
H 20.310 12.975 11.550
H 18.938 13.986 12.127
H 18.626 12.544 11.266
H 19.584 11.096 12.998
H 20.217 13.701 14.385
H 21.277 12.219 14.281
C 11.007 17.039 16.043
C 10.838 16.311 17.284
C 12.100 16.071 17.995
O 11.674 15.842 19.351
C 10.578 16.600 19.484
O 10.011 16.752 20.506
O 10.174 17.110 18.281
H 10.014 17.358 15.538
H 11.391 16.418 15.271
H 11.515 17.988 16.258
H 10.440 15.338 17.170
H 12.724 16.997 18.057
H 12.709 15.210 17.575
C 14.011 12.471 17.729
C 15.258 13.286 17.667
C 15.340 14.207 16.473
O 15.891 15.369 17.092
C 15.754 15.368 18.469
O 16.039 16.269 19.206
O 15.273 14.194 18.827
H 13.046 13.074 17.685
H 14.069 11.930 18.711
H 14.020 11.837 16.842
H 16.113 12.703 17.756
H 14.397 14.382 15.984
H 16.026 13.766 15.715
C 14.831 13.972 12.836
C 15.362 15.343 13.081
C 16.005 16.023 11.920
O 15.842 17.433 12.073
C 14.728 17.597 12.868
O 14.177 18.626 13.094
O 14.374 16.392 13.390
H 14.142 13.682 13.652
H 15.678 13.351 12.693
H 14.189 13.963 11.988
H 16.039 15.245 13.948
H 15.477 15.833 10.984
H 17.088 15.849 11.753
C 17.971 9.238 9.494
C 17.490 10.617 8.978
C 16.530 10.473 7.791
O 15.249 10.483 8.405
C 15.287 11.150 9.628
O 14.337 11.452 10.253
O 16.593 11.237 9.976
H 18.634 8.827 8.745
H 17.123 8.568 9.690
H 18.597 9.304 10.392
H 18.324 11.283 8.916
H 16.629 9.566 7.232
H 16.609 11.264 7.042
C 8.512 20.150 13.678
C 10.007 20.362 13.773
C 10.926 19.281 13.245
O 11.294 19.737 11.872
C 10.973 21.056 11.819
O 11.294 21.812 10.904
O 10.380 21.491 12.941
H 8.174 19.241 13.992
H 8.366 20.229 12.612
H 7.894 20.883 14.176
H 10.245 20.547 14.836
H 10.518 18.304 13.231
H 11.851 19.100 13.869
C 8.918 10.330 17.635
C 9.980 10.358 16.601
C 9.434 10.795 15.179
O 9.967 12.100 14.953
C 10.741 12.443 15.991
O 11.257 13.531 16.179
O 10.874 11.462 16.857
H 8.222 9.473 17.513
H 8.327 11.261 17.466
H 9.287 10.416 18.653
H 10.623 9.494 16.611
H 8.334 10.881 15.177
H 9.857 10.176 14.387
C 14.630 23.749 12.656
C 15.004 22.285 12.773
C 14.495 21.524 11.511
O 15.650 20.655 11.192
C 16.710 21.062 11.878
O 17.842 20.732 11.634
O 16.439 22.023 12.805
H 14.940 24.229 11.732
H 14.905 24.385 13.545
H 13.527 23.820 12.520
H 14.574 21.776 13.615
H 14.323 22.064 10.553
H 13.640 20.836 11.717
C 19.435 19.165 16.304
C 18.327 18.166 16.682
C 17.290 18.120 15.550
O 17.734 17.065 14.773
C 18.422 16.176 15.502
O 18.583 15.045 15.076
O 18.715 16.752 16.710
H 19.015 20.220 16.302
H 19.810 19.086 15.264
H 20.247 19.193 16.994
H 17.973 18.337 17.702
H 17.156 18.987 14.905
H 16.321 17.934 15.968
C 10.653 19.579 8.312
C 11.513 18.324 8.049
C 13.029 18.574 8.272
O 13.383 17.341 8.890
C 12.279 16.796 9.489
O 12.374 15.843 10.300
O 11.168 17.462 9.159
H 11.048 20.413 7.754
H 10.745 19.823 9.443
H 9.625 19.405 8.032
H 11.233 17.797 7.138
H 13.132 19.375 8.994
H 13.613 18.769 7.377
N 19.677 14.573 8.742
C 20.645 15.362 8.274
C 20.551 16.716 8.266
C 19.404 17.340 8.716
C 18.383 16.531 9.190
C 18.543 15.172 9.206
H 21.546 14.899 7.852
H 21.469 17.242 8.048
H 19.308 18.467 8.776
H 17.419 16.950 9.563
H 17.798 14.561 9.644
N 14.519 19.610 17.636
C 13.435 20.336 17.567
C 12.620 20.538 18.684
C 12.906 19.756 19.812
C 14.089 18.955 19.903
C 14.872 19.053 18.764
H 13.315 20.727 16.603
H 11.698 21.100 18.738
H 12.309 19.818 20.718
H 14.400 18.304 20.696
H 15.856 18.607 18.755
N 12.288 8.770 13.675
C 12.762 8.413 14.818
C 13.923 8.994 15.311
C 14.748 9.655 14.426
C 14.254 9.948 13.157
C 12.941 9.616 12.825
H 12.204 7.678 15.413
H 14.287 8.760 16.334
H 15.751 10.009 14.798
H 14.740 10.606 12.371
H 12.482 9.887 11.903
Br 10.775 12.632 10.521
C 9.529 13.544 11.643
C 10.166 14.515 12.509
Br 8.790 15.388 13.556
H 9.073 12.839 12.327
H 8.838 13.915 10.977
H 10.690 15.305 11.890
H 10.797 14.100 13.205
*
```

Output
Kohn-Sham gap = 9.7 eV
F_max = 4.442 eV/Å
DFT total energy = -266371.242 eV
Lowest unoccupied orbital energy = 0.392 eV

Here are the Mulliken charges for atoms 1 to 4, given in e: number 1, C, carries -0.857; number 2, C, carries 0.432; number 3, C, carries -0.570; number 4, O, carries -0.401

Here is 9 unconnected molecules or ions with the total composition C14H46O16 in a non-equilibrium geometry from the OMol25 dataset. Energies are from ωB97M-V/def2-TZVPD.

ORCA input file:
```
! RIJCOSX wB97M-V def2-TZVPD def2/J DEFGRID3
* xyz 1 2
C 27.463 -27.893 11.737
C 26.826 -26.421 11.908
O 27.719 -25.441 11.237
O 28.759 -28.007 12.270
H 27.464 -28.229 10.700
H 26.847 -28.626 12.259
H 26.806 -26.147 12.963
H 25.845 -26.348 11.440
H 28.596 -25.522 11.619
H 28.704 -27.891 13.222
C 29.644 -29.177 9.028
C 30.980 -28.349 8.913
O 32.118 -29.173 8.893
O 29.408 -29.790 10.355
H 29.431 -29.772 8.141
H 28.883 -28.397 8.993
H 31.036 -27.810 9.858
H 31.119 -27.607 8.127
H 32.011 -29.820 8.191
H 29.348 -29.071 10.988
C 28.613 -24.508 7.551
C 28.447 -23.339 8.523
O 27.339 -23.500 9.362
O 28.960 -25.804 8.074
H 29.401 -24.152 6.888
H 27.734 -24.559 6.909
H 28.297 -22.363 8.062
H 29.271 -23.066 9.182
H 27.523 -24.257 9.923
H 29.827 -25.710 8.476
C 35.820 -27.399 6.492
C 34.552 -27.617 7.283
O 33.432 -26.822 6.884
O 36.302 -26.131 6.864
H 35.691 -27.524 5.417
H 36.601 -28.104 6.777
H 34.781 -27.559 8.347
H 34.267 -28.663 7.172
H 32.781 -26.926 7.582
H 37.123 -25.911 6.417
C 30.197 -24.066 13.046
C 31.549 -24.167 13.727
O 32.313 -22.957 13.797
O 30.287 -23.649 11.718
H 29.631 -23.215 13.426
H 29.566 -24.949 13.143
H 32.132 -24.912 13.186
H 31.474 -24.464 14.773
H 32.767 -22.890 12.955
H 30.635 -22.755 11.701
C 32.807 -22.011 10.207
C 32.202 -20.746 10.923
O 30.806 -20.869 11.134
O 33.237 -23.007 11.112
H 33.598 -21.647 9.552
H 32.186 -22.407 9.403
H 32.384 -19.879 10.287
H 32.737 -20.656 11.869
H 30.481 -19.977 10.989
H 33.577 -23.746 10.603
C 32.403 -27.858 12.151
C 32.530 -28.059 13.721
O 33.905 -28.372 14.002
O 32.778 -29.093 11.549
H 33.049 -27.117 11.680
H 31.362 -27.669 11.888
H 31.830 -28.799 14.109
H 32.289 -27.201 14.349
H 34.000 -29.282 13.710
H 32.345 -29.155 10.694
O 34.111 -25.201 9.520
H 34.395 -24.658 8.784
H 34.924 -25.513 9.916
O 31.261 -25.204 9.584
H 32.218 -25.236 9.606
H 31.023 -24.650 10.328
*
```

Output
<S²> = 0.756
Kohn-Sham gap (spin up / spin down) = 9.5 / 3.2 eV
F_max = 3.665 eV/Å
DFT total energy = -48010.888 eV
Lowest unoccupied orbital energy (spin up / spin down) = -2.299 / -8.628 eV

Here are the Mulliken charges for atoms 1 to 4, given in e: number 1, C, carries -0.493; number 2, C, carries -0.482; number 3, O, carries -0.425; number 4, O, carries -0.548